Formula: C8H32O8
Source: the OMol25 dataset
Level of theory: wB97M-V/def2-TZVPD

ΔE to the lowest compared entry with this formula, charge and spin in kJ/mol: 522.51
Calculated total energy in eV: -25189.383
Maximum force in eV Å⁻¹: 2.06
Total charge: 0
Orbital gap in eV: 10.3
SMILES string: CO.CO.CO.CO.CO.CO.CO.CO
HOMO energy in eV: -10.08

Last column: natural (NBO) charge in e.
CARTESIAN COORDINATES (ANGSTROEM)
C  -1.909  12.387  5.253  -0.253
O  -3.091  13.004  5.636  -0.719
H  -2.007  11.352  4.927  0.162
H  -1.367  12.959  4.500  0.183
H  -1.315  12.114  6.125  0.158
H  -3.723  12.313  5.848  0.469
C  -10.247  18.802  3.847  -0.262
O  -10.387  20.251  3.749  -0.730
H  -11.202  18.469  4.254  0.166
H  -10.137  18.357  2.859  0.175
H  -9.570  18.414  4.608  0.182
H  -10.610  20.441  2.835  0.469
C  -0.244  23.872  3.965  -0.255
O  -0.333  23.153  2.721  -0.727
H  -0.657  23.327  4.814  0.158
H  0.804  24.056  4.201  0.167
H  -0.913  24.732  3.965  0.187
H  0.033  22.276  2.859  0.469
C  -10.167  19.505  8.892  -0.253
O  -10.380  20.784  8.347  -0.710
H  -10.643  18.770  8.243  0.157
H  -9.131  19.219  9.071  0.157
H  -10.645  19.277  9.845  0.179
H  -10.264  20.669  7.401  0.470
C  -3.828  18.516  6.258  -0.241
O  -2.866  17.544  6.008  -0.723
H  -3.422  19.526  6.206  0.180
H  -4.634  18.475  5.525  0.157
H  -4.265  18.393  7.249  0.156
H  -3.286  16.681  5.993  0.472
C  2.166  17.962  3.238  -0.247
O  1.068  18.731  3.689  -0.756
H  2.885  18.780  3.184  0.191
H  2.474  17.339  4.077  0.166
H  1.874  17.437  2.328  0.173
H  0.348  18.285  4.142  0.474
C  -5.521  23.474  2.953  -0.262
O  -5.575  24.536  3.892  -0.716
H  -5.482  22.453  3.331  0.171
H  -6.371  23.637  2.290  0.171
H  -4.648  23.728  2.352  0.174
H  -5.449  24.081  4.727  0.461
C  0.178  14.878  10.081  -0.249
O  0.632  15.002  11.398  -0.709
H  0.172  13.803  9.899  0.173
H  -0.829  15.268  9.932  0.161
H  0.805  15.368  9.337  0.160
H  0.104  15.732  11.730  0.462

Forces on the atoms, in the same order (eV/Å):
C 1.2 -1.6 0.4
O -1.0 0.4 -0.1
H -0.7 0.0 -1.0
H 0.0 0.1 0.3
H 0.7 1.0 0.3
H -0.1 0.2 0.1
C -1.8 0.6 0.1
O 0.9 -0.9 0.3
H -0.3 -0.4 -0.2
H 0.4 -0.1 0.2
H 0.8 0.7 -0.4
H 0.0 0.1 0.0
C -0.3 -0.8 0.1
O -0.3 0.5 0.6
H 0.1 -0.6 0.0
H -0.1 0.6 0.0
H 0.6 0.3 -0.7
H 0.0 -0.1 0.0
C -0.4 -1.4 0.0
O 0.1 0.1 0.5
H 0.3 -0.3 -0.2
H 0.3 0.3 -0.4
H -0.3 1.0 0.2
H 0.0 0.3 -0.1
C -1.0 0.4 0.2
O 1.0 -0.3 -0.2
H 0.4 -0.2 0.0
H -0.2 0.0 -0.1
H -0.1 0.1 0.2
H 0.0 0.0 0.0
C -0.8 0.8 1.5
O -1.2 1.2 0.2
H 0.6 -0.7 -0.9
H 0.3 -0.6 -0.4
H 0.7 -0.1 -0.1
H 0.3 -0.6 -0.2
C 0.2 1.3 -1.5
O -0.1 -0.8 1.2
H 0.0 0.2 0.2
H -0.2 -0.6 0.0
H 0.2 -0.8 -0.3
H 0.0 0.6 0.4
C -0.2 -1.0 -0.9
O -0.3 0.9 0.5
H -0.1 0.0 -0.5
H -0.2 -0.1 0.1
H 0.3 0.1 0.1
H 0.4 0.1 0.6